C64H63CsFN3O2P2S2 | the ωB97M-V functional and the def2-TZVPD basis

ΔE to the lowest compared entry with this formula, charge and spin in kcal per mole: 9.58
F_max in eV/Å: 0.579
E_HOMO in eV: -1.89
Frontier orbital gap in eV: 5.1
E in Ha: -4390.53713
Total charge: -2

```
138
Properties=species:S:1:pos:R:3:forces:R:3
Cs -0.771651 0.429023 1.077247 -0.1 0.5 -0.2
C 0.328854 5.324631 -2.897039 0.0 0.0 0.0
C -0.004777 5.250000 -1.403952 0.0 0.0 0.0
C 0.756438 4.092463 -0.747495 0.0 0.0 0.0
C -1.501723 5.298312 -1.105473 0.0 0.0 0.0
C -2.018680 6.519942 -0.682959 0.0 0.0 0.0
C -3.342711 6.662606 -0.298349 0.0 0.0 0.0
C -4.158169 5.541642 -0.297791 0.0 -0.1 0.0
C -3.693165 4.298520 -0.714683 0.0 0.0 0.0
C -4.630448 3.104073 -0.577688 0.0 0.0 0.0
C -5.004975 2.455618 -1.911879 0.0 0.0 0.0
C -4.035535 2.074652 0.386990 0.1 0.2 0.0
C -2.356990 4.168850 -1.178386 0.0 0.0 -0.1
N -1.856536 2.936519 -1.578194 0.0 0.1 0.0
C -1.785348 2.666496 -2.879780 0.0 0.1 0.0
C -2.333190 3.430425 -3.951852 0.0 0.0 0.0
C -2.208418 3.047040 -5.278778 0.0 0.0 0.0
C -1.542204 1.884845 -5.645099 0.0 0.0 0.0
C -0.997394 1.097070 -4.623866 0.0 0.0 0.0
C -1.125713 1.487853 -3.320493 0.0 0.0 -0.1
F -0.573989 0.696140 -2.357315 0.1 -0.1 0.1
H 1.409105 5.448440 -3.028514 0.0 0.0 0.0
H -0.174336 6.170642 -3.372093 0.0 0.0 0.0
H 0.024597 4.420087 -3.420297 0.0 0.0 0.0
H 0.390755 6.168419 -0.954073 0.0 0.0 0.0
H 0.547769 3.147765 -1.247986 0.0 0.0 0.0
H 0.488202 3.976735 0.304328 0.0 0.0 0.0
H 1.831536 4.291896 -0.801132 0.0 0.0 0.0
H -1.351456 7.375889 -0.632216 0.0 0.0 0.0
H -3.722566 7.622783 0.032009 0.0 0.0 0.0
H -5.183625 5.622062 0.050702 0.0 0.0 0.0
H -5.556012 3.493122 -0.137806 0.0 0.0 0.0
H -4.138755 1.999132 -2.385004 0.0 0.0 0.0
H -5.419794 3.190447 -2.606322 0.0 0.0 0.0
H -5.754833 1.675569 -1.748004 0.0 0.0 0.0
H -3.082356 1.774020 -0.043312 -0.1 -0.2 0.0
H -4.675817 1.201317 0.527213 0.0 0.0 -0.1
H -3.840577 2.524603 1.363818 -0.1 0.0 0.0
H -2.858385 4.346402 -3.706184 0.0 0.0 0.0
H -2.648408 3.678772 -6.044639 0.0 0.0 0.0
H -1.448467 1.586122 -6.681375 0.0 0.0 0.0
H -0.468866 0.175425 -4.836870 0.0 0.0 0.0
C -1.813241 5.321231 3.002866 0.0 0.0 0.0
C -1.388079 5.409146 4.318184 0.0 0.0 0.0
C -0.705352 4.347873 4.881421 0.0 0.0 0.0
C -0.447647 3.189288 4.131492 0.0 0.0 -0.1
N -0.846410 3.128180 2.850771 -0.1 0.0 0.1
C -1.506841 4.154165 2.321020 0.1 0.0 0.0
C 0.261051 1.999106 4.702272 0.0 0.0 0.0
C 0.488251 1.961274 6.087628 0.0 0.0 0.0
C 1.118135 0.877990 6.677454 0.0 0.0 0.0
C 1.511329 -0.184744 5.872169 0.0 0.0 0.0
C 1.268945 -0.127084 4.505047 0.0 0.0 0.0
C 0.649532 0.948447 3.838559 0.2 0.0 0.1
H -2.354771 6.112628 2.502520 0.0 0.0 0.0
H -1.583947 6.298849 4.907015 0.0 0.0 0.0
H -0.365917 4.426157 5.903556 0.0 0.0 0.0
H -1.808167 4.042971 1.285346 0.0 0.0 0.0
H 0.161401 2.765458 6.738854 0.0 0.0 0.0
H 1.282492 0.858152 7.749469 0.0 0.0 0.0
H 1.991553 -1.055987 6.311886 0.0 0.0 0.0
H 1.578844 -1.000030 3.925606 0.0 0.0 0.0
C 5.360286 -5.727944 -0.390635 0.0 0.0 0.1
S 5.299213 -5.457864 -2.174802 0.0 0.0 0.0
C 5.569691 -3.665872 -2.285849 0.0 0.0 0.0
C 4.314799 -2.803920 -2.235734 0.0 0.0 0.0
C 3.589804 -2.966100 -0.907340 -0.1 0.0 0.0
N 2.507303 -2.014025 -0.632271 0.1 -0.1 -0.1
P 2.356135 -1.261457 0.910661 0.0 0.0 0.0
C 3.631656 0.049932 0.942515 0.0 0.0 0.0
C 4.845651 0.018492 0.254175 0.0 0.0 0.0
C 5.711764 1.099333 0.306422 0.0 0.0 0.0
C 5.375415 2.223882 1.053175 0.0 0.0 0.0
C 4.170591 2.264737 1.736771 0.0 0.0 0.0
C 3.293303 1.187155 1.678003 0.0 0.0 0.0
C 3.086415 -2.548153 1.992388 0.0 0.0 0.0
C 2.427092 -3.779581 2.035108 0.0 0.0 0.0
C 2.893903 -4.802952 2.843110 0.0 0.0 0.0
C 4.017662 -4.605460 3.637858 0.0 0.0 0.0
C 4.664075 -3.379187 3.619535 0.0 0.0 0.0
C 4.203192 -2.355899 2.798791 0.0 0.0 0.0
P 0.998153 -1.985748 -1.474367 0.0 -0.1 0.1
C 0.517212 -3.754436 -1.530081 0.0 0.0 0.0
C 1.189927 -4.778532 -2.203798 0.0 0.0 0.0
C 0.794831 -6.098632 -2.054918 0.0 0.0 0.0
C -0.285319 -6.414341 -1.236490 0.0 0.0 0.0
C -0.970161 -5.407511 -0.574710 0.0 0.0 0.0
C -0.572237 -4.083416 -0.721592 0.0 0.0 0.0
C 1.503786 -1.620476 -3.194128 0.0 0.0 0.0
C 2.259787 -0.463891 -3.398368 0.0 0.0 0.0
C 2.593450 -0.052042 -4.676398 0.0 0.0 0.0
C 2.166191 -0.783817 -5.778867 0.0 0.0 0.0
C 1.387233 -1.914236 -5.589163 0.0 0.0 0.0
C 1.050737 -2.325938 -4.303914 0.0 -0.1 0.0
H 5.373262 -6.807197 -0.241656 0.0 0.0 0.0
H 4.500356 -5.312845 0.132908 0.0 0.0 0.0
H 6.276045 -5.309239 0.027433 0.0 0.0 0.0
H 6.088161 -3.511888 -3.233230 0.0 0.0 0.0
H 6.267077 -3.388583 -1.489807 0.0 0.0 0.0
H 3.664475 -3.056891 -3.074736 0.0 0.0 0.0
H 4.600747 -1.757682 -2.379446 0.0 0.0 0.0
H 4.325943 -2.872943 -0.105904 0.0 0.0 0.0
H 3.202619 -3.987783 -0.835279 0.0 0.0 0.0
H 5.116021 -0.849367 -0.335538 0.0 0.0 0.0
H 6.648393 1.068767 -0.238199 0.0 0.0 0.0
H 6.050928 3.070524 1.089817 0.0 0.0 0.0
H 3.893881 3.140388 2.310979 0.0 0.0 0.0
H 2.338533 1.234028 2.211554 0.0 -0.1 0.0
H 1.536480 -3.934128 1.432564 0.0 0.0 0.0
H 2.369048 -5.750299 2.864352 0.0 0.0 0.0
H 4.376799 -5.401355 4.279029 0.0 0.0 0.0
H 5.529142 -3.211632 4.249919 0.0 0.0 0.0
H 4.709291 -1.398207 2.794500 0.0 0.0 0.0
H 2.028957 -4.549832 -2.850199 0.0 0.0 0.0
H 1.334330 -6.881900 -2.574350 0.0 0.0 0.0
H -0.591805 -7.447415 -1.121126 0.0 0.0 0.0
H -1.815727 -5.634531 0.062724 0.0 0.0 0.0
H -1.119533 -3.310245 -0.188745 0.0 0.0 0.0
H 2.577644 0.122271 -2.542255 0.0 0.0 0.0
H 3.168903 0.854881 -4.815146 0.0 0.0 0.0
H 2.416784 -0.455425 -6.779974 0.0 0.0 0.0
H 1.026621 -2.475955 -6.442524 0.0 0.0 0.0
H 0.430968 -3.204873 -4.169727 0.0 0.1 0.0
O -9.366956 -3.495871 1.502239 0.0 0.0 0.0
C -8.438259 -3.830808 2.446986 0.0 0.0 0.0
O -8.812603 -4.470712 3.398472 0.0 0.0 0.1
C -7.055991 -3.382774 2.213446 0.0 0.0 0.0
C -6.102342 -3.620653 3.210702 0.0 0.0 0.0
C -4.792195 -3.227012 3.060305 0.0 0.0 0.0
C -4.338225 -2.573021 1.891531 0.0 0.0 0.0
S -2.702754 -2.077166 1.692629 -0.2 -0.3 0.1
C -5.310387 -2.341215 0.891326 0.0 0.0 0.0
C -6.621524 -2.732032 1.050439 0.0 0.0 0.0
H -8.942442 -2.954088 0.829418 0.0 0.0 0.0
H -6.424317 -4.121123 4.115494 0.0 0.0 0.0
H -4.074216 -3.412578 3.848951 0.0 0.0 0.0
H -4.999899 -1.841656 -0.017328 0.0 0.0 0.0
H -7.296302 -2.521528 0.223852 0.0 0.0 0.0
```
Positions in Å, forces in eV/Å.